C3H7N3S2 as an isolated structure, computed with ωB97M-V with the def2-TZVPD basis set.

XYZ file:
```
15
Properties=species:S:1:pos:R:3:mulliken_charge:R:1
S 0.991 -0.593 -1.019 0.30
S 0.604 -2.466 -0.199 0.00
N 1.740 0.048 0.195 -0.42
N -1.186 0.100 -1.156 -0.51
N 1.727 2.429 0.816 -0.48
C 0.455 -2.085 1.566 -0.75
C 1.747 1.322 0.504 0.47
C -1.431 1.527 -1.083 -0.73
H -1.189 -0.191 -2.106 0.32
H -0.363 -1.424 1.945 0.31
H -0.592 2.236 -1.164 0.28
H 0.443 -3.079 2.119 0.31
H 1.248 -1.399 1.916 0.31
H -2.122 1.689 -0.360 0.29
H -2.072 1.886 -1.973 0.30
```

Its spin multiplicity is 1. The energy above the lowest of the compared OMol25 structures with the same formula, charge and spin is 111.8 kcal per mole. The LUMO energy (alpha / beta) comes out at -1.333 / -1.171 eV. The calculation puts the total energy at -1078.98872 Ha.


C50H35BrF4N5P2Tc as an isolated structure, computed with ωB97M-V with the def2-TZVPD basis set.

XYZ file:
```
98
Properties=species:S:1:pos:R:3:mulliken_spin:R:1
Tc -0.002 -0.375 -1.018 1.07
Br 1.936 -1.226 -2.653 -0.01
P -2.171 0.791 -1.221 -0.10
P 1.890 -1.421 0.567 -0.01
F 3.683 -3.774 1.528 0.00
F 3.258 -3.599 -3.865 0.00
F 4.630 -5.601 -2.664 0.00
F 4.847 -5.650 0.044 0.00
N -0.146 1.345 1.390 0.01
N -0.540 0.145 0.871 -0.01
N 2.077 3.485 -1.207 0.01
N 0.893 1.543 -0.709 -0.05
N -1.064 -2.109 -0.294 0.00
C 4.967 0.217 2.694 0.00
C 1.242 -2.252 2.037 -0.01
C 1.383 5.106 2.555 0.00
C -2.658 -4.051 0.887 0.00
C 0.899 -3.603 1.990 0.00
C -3.103 4.732 -1.735 0.00
C -3.422 0.582 0.052 0.00
C -3.227 -0.903 -4.773 0.06
C 4.844 1.389 0.600 0.00
C -1.260 4.217 -3.191 0.00
C 0.495 -2.157 4.328 0.00
C 1.603 2.298 -1.519 0.02
C -0.885 -1.127 -4.140 0.07
C 3.518 -3.728 0.213 0.00
C -3.082 3.436 -1.239 0.00
C -2.190 5.127 -2.700 0.00
C -2.115 -4.245 -0.374 0.00
C -1.238 -0.671 1.579 -0.02
C 0.372 -4.228 3.106 0.00
C 1.029 -1.529 3.214 0.00
C -4.393 -0.402 -0.147 0.00
C -2.468 -0.173 -2.656 0.01
C -5.393 -0.593 0.796 0.00
C -1.916 -1.284 -5.052 -0.02
C 1.861 4.060 0.049 0.00
C -1.135 -0.577 -2.863 -0.05
C 3.231 -0.332 1.113 0.00
C 4.043 -4.686 -1.934 0.00
C 2.747 -2.732 -0.368 0.01
C -1.592 -1.921 0.942 0.00
C 0.586 2.036 0.565 0.03
C 1.102 3.328 0.966 -0.01
C -4.453 1.167 2.150 0.00
C 4.150 -4.708 -0.551 0.00
C -3.456 1.366 1.211 0.00
C 3.745 0.627 0.240 0.00
C -2.390 -2.870 1.560 0.00
C 3.321 -3.663 -2.546 0.00
C 3.871 -0.553 2.336 0.00
C 2.700 -2.719 -1.759 0.00
C -1.329 -3.252 -0.933 0.02
C 0.868 3.871 2.235 0.00
C -3.511 -0.309 -3.560 -0.03
C 2.383 5.308 0.366 0.00
C -2.127 2.529 -1.700 -0.01
C 5.448 1.195 1.835 0.00
C -1.230 2.926 -2.695 0.02
C -5.421 0.189 1.942 0.00
C 0.170 -3.508 4.278 0.00
C 2.139 5.824 1.622 0.00
H -0.908 -3.356 -1.925 0.00
H -4.506 0.051 -3.332 0.00
H 3.527 -1.326 3.011 0.00
H -0.225 -4.002 5.156 0.00
H -4.374 -1.015 -1.040 0.00
H -0.562 2.196 -3.141 0.00
H 1.827 1.929 -2.512 0.00
H -6.206 0.047 2.673 0.00
H -3.847 5.428 -1.374 0.00
H -1.534 -0.427 2.591 0.01
H 3.328 0.741 -0.748 0.00
H -3.280 -4.812 1.341 0.00
H 0.131 -5.282 3.067 0.00
H -0.581 4.510 -3.982 0.00
H 0.349 -1.596 5.242 0.00
H -2.302 -5.151 -0.934 0.00
H 6.308 1.787 2.117 0.00
H 1.046 -4.179 1.083 0.00
H 2.537 6.794 1.886 0.00
H 2.967 5.861 -0.359 0.00
H -3.817 3.143 -0.503 0.00
H 2.604 4.001 -1.900 0.00
H 5.454 0.041 3.644 0.00
H -4.488 1.783 3.038 0.00
H 5.246 2.119 -0.091 0.00
H 1.204 5.529 3.534 0.00
H -2.711 2.138 1.373 0.00
H 0.086 -1.454 -4.475 0.00
H -2.785 -2.679 2.549 0.00
H -4.002 -1.043 -5.515 0.00
H 0.282 3.310 2.949 0.00
H 1.285 -0.476 3.267 0.00
H -1.691 -1.713 -6.021 0.00
H -6.156 -1.341 0.629 0.00
H -2.219 6.135 -3.093 0.00
```

Its spin multiplicity is 2. The energy above the lowest of the compared OMol25 structures with the same formula, charge and spin is 37.7 kcal per mole. The LUMO energy (alpha / beta) comes out at -8.809 / -9.476 eV. The calculation puts the total energy at -5936.26985 Ha. Its total charge is +3.


One molecule with the formula C2H4N2O2S, computed with ωB97M-V with the def2-TZVPD basis set.

XYZ file:
```
11
Properties=species:S:1:pos:R:3:mulliken_charge:R:1
S -2.629 1.042 -0.425 -0.14
O 0.472 -0.971 1.647 -0.41
O 1.950 -0.505 -1.509 -0.57
N 1.449 -0.624 0.695 -0.15
N -0.977 0.649 -0.015 -0.44
C 1.166 -0.310 -0.599 0.24
C -0.279 0.172 -0.940 0.18
H -0.575 0.142 -1.980 0.44
H -2.778 1.824 0.750 0.18
H -0.076 -0.155 1.605 0.41
H 2.279 -1.265 0.771 0.28
```

Its spin multiplicity is 1. The energy above the lowest of the compared OMol25 structures with the same formula, charge and spin is 67.6 kcal per mole. The LUMO energy comes out at 0.014 eV. The calculation puts the total energy at -736.69717 Ha. The SMILES is O=C(/C=N/S)NO.


An isolated ion of composition C3H6IO4S and charge -1, computed with ωB97M-V with the def2-TZVPD basis set.

XYZ file:
```
15
Properties=species:S:1:pos:R:3:mulliken_charge:R:1
I -3.561 1.034 0.747 -0.04
S 2.637 0.277 -0.262 1.14
O 1.136 -0.396 -0.438 -0.33
O 2.390 1.533 0.457 -0.70
O 3.043 0.427 -1.639 -0.65
O 3.352 -0.725 0.501 -0.67
C -1.116 -0.755 0.191 -0.48
C 0.195 -0.077 0.578 -0.53
C -2.069 0.189 -0.537 -1.01
H -2.632 -0.334 -1.302 0.42
H 0.567 -0.412 1.546 0.36
H -1.530 0.996 -1.016 0.47
H -1.588 -1.198 1.062 0.39
H 0.060 1.002 0.614 0.37
H -0.885 -1.560 -0.503 0.26
```

Its spin multiplicity is 1. The energy above the lowest of the compared OMol25 structures with the same formula, charge and spin is 0.0 kcal per mole. The LUMO energy comes out at 2.402 eV. The calculation puts the total energy at -1114.83730 Ha. Its total charge is -1. The SMILES is O=S(=O)([O-])OCCCI.


C16H13BrDyO3 as an isolated structure, computed with ωB97M-V with the def2-TZVPD basis set.

XYZ file:
```
34
Properties=species:S:1:pos:R:3:mulliken_spin:R:1
Dy 2.867 -2.582 2.885 4.51
Br -5.594 -2.136 0.593 0.37
O -4.212 2.279 1.613 0.01
O -0.917 -1.039 0.087 0.00
O -5.102 -2.920 -1.829 0.54
C -3.065 -0.226 -0.456 0.02
C 3.890 -0.488 0.131 -0.20
C -3.338 -1.404 -1.325 0.04
C -3.965 0.675 -0.063 0.06
C -3.509 1.793 0.790 0.00
C -1.178 1.337 0.189 0.01
C -4.633 -2.170 -1.041 -0.05
C -1.618 -0.058 -0.030 -0.01
C 2.320 0.910 -1.051 -0.01
C 5.183 -1.263 0.212 -0.02
C -2.110 2.208 0.589 0.01
C 3.515 0.195 -1.023 0.01
C 0.220 1.861 -0.077 0.00
C 1.801 0.282 1.189 -0.20
C 1.434 0.968 0.034 -0.01
C 3.014 -0.409 1.210 -0.44
H 5.623 -1.338 -0.772 0.00
H 4.177 0.181 -1.872 0.00
H 2.066 1.464 -1.943 0.00
H -3.372 -1.104 -2.370 0.01
H -2.549 -2.150 -1.248 0.00
H 1.165 0.326 2.064 0.01
H -1.862 3.239 0.787 0.00
H 4.974 -2.291 0.535 -0.01
H 0.386 2.725 0.558 0.00
H 3.298 -0.898 2.139 0.36
H 0.210 2.245 -1.093 0.00
H 5.889 -0.815 0.903 0.00
H -5.009 0.603 -0.317 0.00
```

Its spin multiplicity is 6. The LUMO energy (alpha / beta) comes out at -12.155 / -13.523 eV. The calculation puts the total energy at -4301.03951 Ha. Its total charge is +3.


One molecule with the formula C11H12Cl2Si, computed with ωB97M-V with the def2-TZVPD basis set.

XYZ file:
```
26
Properties=species:S:1:pos:R:3:mulliken_charge:R:1
Cl -1.837 -1.908 -1.861 -0.27
Cl -2.913 -1.739 1.357 -0.32
Si -1.444 -1.067 -0.063 0.55
C -1.187 1.478 -1.314 0.08
C -1.455 1.681 1.092 -0.53
C 2.016 -3.045 -0.014 -0.29
C 0.390 -1.521 0.556 0.23
C -1.374 3.013 1.008 -0.41
C 2.700 -1.757 -0.200 -0.84
C 0.758 -3.008 0.378 -0.77
C -1.113 2.902 -1.368 -0.49
C 1.617 -0.703 0.096 -0.63
C -1.316 0.826 -0.086 0.43
C -1.146 3.633 -0.205 -0.27
H 2.080 -0.110 0.793 0.33
H -1.169 0.838 -2.291 0.14
H -1.118 3.484 -2.381 0.24
H -1.100 4.783 -0.151 0.25
H 0.464 -1.567 1.687 0.21
H 2.628 -4.018 -0.229 0.28
H -1.797 1.359 2.098 0.24
H -1.512 3.515 1.972 0.33
H 3.079 -1.527 -1.129 0.33
H 1.312 -0.105 -0.828 0.26
H 3.472 -1.787 0.454 0.40
H -0.033 -3.651 0.630 0.51
```

Its spin multiplicity is 1. The energy above the lowest of the compared OMol25 structures with the same formula, charge and spin is 0.0 kcal per mole. The LUMO energy comes out at 0.560 eV. The calculation puts the total energy at -1636.26927 Ha. The SMILES is Cl[Si](Cl)(c1ccccc1)[C@H]1C=CCC1.


A 2-piece molecular cluster, C10H16BF6O6S overall, computed with ωB97M-V with the def2-TZVPD basis set.

XYZ file:
```
40
Properties=species:S:1:pos:R:3:mulliken_charge:R:1
S 2.894 -1.324 -5.518 1.09
F 0.175 0.643 -1.583 -0.30
F 0.407 2.692 -0.968 -0.34
F -4.759 0.058 3.583 -0.39
F 1.119 1.098 0.285 -0.23
F -1.594 2.691 0.491 -0.37
F -2.156 1.047 -0.837 -0.36
O 2.438 -1.846 -4.091 -0.31
O 0.893 -1.934 0.555 -0.56
O 2.799 0.230 -5.195 -0.37
O 4.259 -1.638 -5.760 -0.56
O 1.906 -1.700 -6.467 -0.55
O 0.248 -0.270 3.272 -0.33
C -1.353 -1.202 1.086 -0.66
C -1.291 1.377 0.192 0.85
C 2.050 0.439 -3.978 -0.26
C 1.628 -0.103 3.452 -0.74
C 0.108 1.467 -0.513 0.65
C -0.463 0.847 2.720 -0.91
C -3.451 -0.233 3.104 -0.29
C -0.230 -1.621 0.219 -0.13
C -3.044 0.681 1.985 -0.73
C 2.416 -0.764 -3.133 0.04
B -1.492 0.409 1.511 0.23
H 1.888 0.949 3.646 0.31
H 1.953 -0.700 4.311 0.27
H 0.259 1.608 2.398 0.42
H -3.755 0.551 1.156 0.32
H -3.143 1.719 2.334 0.29
H -1.305 -1.781 2.015 0.35
H -2.786 -0.142 3.971 0.19
H 2.179 -0.440 2.560 0.19
H -0.454 -1.581 -0.872 0.29
H -1.027 1.316 3.546 0.35
H 1.675 -0.989 -2.376 0.04
H -2.273 -1.455 0.540 0.38
H 3.405 -0.666 -2.685 0.24
H 2.372 1.381 -3.547 0.30
H 0.985 0.470 -4.204 0.35
H -3.479 -1.282 2.794 0.21
```

Its spin multiplicity is 1. The LUMO energy comes out at 2.690 eV. The calculation puts the total energy at -1864.38582 Ha. Its total charge is -1.


C29H16Cl2IrN4O6 as an isolated structure, computed with ωB97M-V with the def2-TZVPD basis set.

XYZ file:
```
58
Properties=species:S:1:pos:R:3:mulliken_spin:R:1
Ir -0.159 -0.257 0.091 2.93
Cl 4.301 0.174 -1.805 0.00
Cl 2.739 3.314 -5.876 0.00
O -0.650 3.660 6.195 0.00
O 0.209 2.086 7.393 0.00
O -1.120 1.166 -1.390 0.11
O -2.425 -3.095 2.121 0.04
O 1.523 0.284 -1.018 0.24
O -0.928 -1.524 1.581 0.18
N 1.471 -0.150 1.699 0.15
N -0.098 2.587 6.337 0.00
N -0.830 1.267 1.636 0.15
N -1.226 -2.003 -0.982 0.14
C -1.474 -2.643 -5.091 0.00
C -1.302 -2.219 -2.333 -0.02
C -1.962 1.937 1.563 0.01
C 1.399 1.132 5.153 0.00
C 1.093 0.488 2.824 -0.04
C -3.056 -3.853 -1.953 0.01
C -1.799 -2.457 1.314 0.00
C -2.483 2.630 2.658 0.00
C -2.241 -3.136 -2.856 -0.01
C 3.062 -0.287 3.954 0.00
C 3.050 1.032 -2.626 0.03
C 0.739 1.692 -2.805 -0.03
C -0.511 -1.759 -4.557 0.00
C 2.336 2.437 -4.444 0.03
C -1.793 2.633 3.841 0.01
C 1.859 0.441 3.987 0.01
C -1.982 -2.711 -0.170 0.04
C 3.343 1.740 -3.764 -0.01
C -2.914 -3.661 -0.610 0.01
C 1.737 0.979 -2.098 0.04
C -0.423 -1.552 -3.210 0.01
C 3.443 -0.906 2.793 0.00
C 0.262 1.849 5.108 0.00
C -0.566 1.943 3.931 0.01
C 2.608 -0.813 1.673 0.00
C 1.053 2.416 -3.973 -0.01
C -0.133 1.249 2.795 -0.06
C -2.313 -3.322 -4.258 0.00
C -0.629 1.715 -2.384 0.00
H 0.270 2.953 -4.493 0.00
H 1.971 1.092 6.070 0.00
H -2.179 3.165 4.696 0.00
H -1.529 -2.792 -6.160 0.00
H 3.675 -0.347 4.844 0.00
H 2.868 -1.283 0.732 0.01
H 4.357 1.759 -4.138 0.00
H -3.040 -4.021 -4.652 0.00
H -3.778 -4.561 -2.341 0.00
H -3.488 -4.193 0.133 0.00
H 0.175 -1.252 -5.223 0.00
H -2.474 1.916 0.609 0.00
H 0.339 -0.912 -2.795 0.02
H 4.364 -1.466 2.727 0.00
H -1.317 2.291 -3.017 0.00
H -3.425 3.150 2.562 0.00
```

Its spin multiplicity is 5. The LUMO energy (alpha / beta) comes out at -3.719 / -5.048 eV. The calculation puts the total energy at -2809.58494 Ha. Its total charge is +1.